25
Properties=species:S:1:pos:R:3:nbo_charge:R:1 method="wB97M-V/def2-TZVPD" max_force_ev_per_a=4.6 charge=+1 e_above_lowest_kcal_mol=90.91 gap_ha=0.365 e_homo_ev=-12.9 lumo_ev=-2.9526
C -2.67 2.16 -0.53 -0.162
C -2.23 1.47 -1.66 -0.164
C -1.84 2.14 0.63 -0.194
C -1.01 0.85 -1.69 -0.228
C -0.67 1.36 0.63 -0.213
C -0.22 0.75 -0.54 0.098
C 1.19 -1.13 0.07 0.552
C 0.57 -2.40 0.56 -0.015
C 0.12 -2.38 2.00 -0.653
C 2.29 0.75 -0.96 -0.401
N 2.03 -2.01 0.41 -0.511
N 1.05 0.07 -0.53 -0.356
H -3.54 2.67 -0.67 0.226
H -2.85 1.48 -2.45 0.213
H -1.98 2.59 1.64 0.243
H -0.91 0.48 -2.68 0.240
H 0.06 1.27 1.49 0.222
H -0.02 -3.07 -0.16 0.256
H -0.89 -2.58 1.91 0.239
H 0.35 -1.50 2.67 0.242
H 0.41 -3.29 2.50 0.243
H 2.89 0.80 0.05 0.213
H 2.78 0.12 -1.58 0.210
H 2.14 1.71 -1.48 0.259
H 2.94 -2.33 0.37 0.444

---

27
Properties=species:S:1:pos:R:3:nbo_charge:R:1 method="wB97M-V/def2-TZVPD" max_force_ev_per_a=5.9 charge=+1 smiles="C=[N+]1C=N[C@]23CCO[C@]12C1(CC1)CO3" e_above_lowest_kcal_mol=92.55 gap_ha=0.310 e_homo_ev=-13.8 lumo_ev=-5.3535
C 2.20 -1.00 -0.36 0.262
C 1.94 0.02 1.87 0.155
C -1.59 -0.45 2.01 -0.391
C -2.15 0.52 1.01 -0.368
C 0.30 0.77 -2.29 -0.506
C 0.62 1.92 -1.39 -0.062
C -1.32 -1.59 -0.25 -0.068
C -1.00 -0.38 0.61 -0.168
C 0.29 0.25 0.15 0.355
C 0.31 -0.50 -1.45 0.428
N 1.55 -0.26 0.71 -0.300
N 1.70 -0.93 -1.48 -0.324
O 0.30 1.60 0.02 -0.509
O -0.74 -1.30 -1.53 -0.474
H 3.06 -1.61 -0.11 0.228
H 2.81 -0.56 2.12 0.226
H 1.38 0.73 2.45 0.249
H -1.05 -0.01 2.76 0.203
H -2.15 -1.39 2.35 0.241
H -3.18 0.32 0.75 0.239
H -1.99 1.49 1.22 0.229
H -0.72 1.08 -2.65 0.257
H 1.07 0.67 -3.14 0.267
H 1.75 2.37 -1.54 0.189
H 0.02 2.77 -1.50 0.214
H -1.03 -2.56 0.13 0.192
H -2.40 -1.95 -0.49 0.238

---

27
Properties=species:S:1:pos:R:3:nbo_charge:R:1 method="wB97M-V/def2-TZVPD" max_force_ev_per_a=4.0 charge=+1 e_above_lowest_kcal_mol=144.17 gap_ha=0.196 e_homo_ev=-12.7 lumo_ev=-7.3864
C 0.91 -0.05 2.79 -0.056
C 1.40 -1.21 2.29 -0.214
C -0.04 0.71 2.12 -0.244
C 0.71 -1.77 1.22 -0.084
C -0.75 0.13 1.06 0.262
C -0.47 -1.22 0.69 -0.449
C -2.41 1.06 -0.63 0.403
C -1.75 0.42 -1.83 -0.716
C 2.87 0.78 -1.43 -0.389
C 2.60 0.09 -2.52 -0.398
N -3.31 1.96 -0.79 -0.586
N -1.70 0.99 0.52 -0.570
O -0.72 -3.41 -0.55 -0.707
S -1.40 -2.16 -0.39 1.446
H 1.01 0.22 3.81 0.241
H 1.94 -1.87 2.93 0.253
H -0.41 1.61 2.56 0.241
H 0.88 -2.81 1.01 0.252
H -2.23 -0.58 -2.22 0.240
H -0.73 0.22 -1.72 0.215
H -1.90 1.31 -2.60 0.305
H -3.49 2.56 0.05 0.346
H 3.90 0.95 -1.32 0.204
H 2.12 1.11 -0.75 0.174
H 3.56 -0.51 -2.77 0.226
H 1.60 -0.01 -2.86 0.186
H -2.20 1.45 1.32 0.417

---

26
Properties=species:S:1:pos:R:3:nbo_charge:R:1 method="wB97M-V/def2-TZVPD" max_force_ev_per_a=4.7 e_above_lowest_kcal_mol=56.70 gap_ha=0.312 e_homo_ev=-7.7 lumo_ev=0.7313
C -3.71 -0.12 0.15 -0.220
C -3.04 1.00 0.65 -0.196
C -3.12 -1.06 -0.64 -0.208
C -1.64 1.01 0.49 -0.207
C -1.76 -1.01 -0.96 -0.203
C -1.04 0.07 -0.36 -0.045
C 1.12 1.18 -0.88 -0.092
C 0.44 0.15 -0.34 0.087
C 3.75 1.71 0.09 -0.412
C 0.37 -1.90 1.05 -0.388
N 3.06 0.67 -0.66 -0.795
N 1.09 -0.99 0.13 -0.699
P 2.85 -0.92 -0.14 0.938
H -4.84 -0.15 0.15 0.217
H -3.58 1.77 1.29 0.225
H -3.61 -2.01 -0.72 0.216
H -1.03 1.78 0.90 0.223
H -1.41 -1.61 -1.74 0.226
H 1.03 2.12 -1.52 0.252
H 4.27 1.27 0.85 0.187
H 4.48 2.14 -0.57 0.188
H 3.05 2.44 0.46 0.192
H -0.37 -2.36 0.47 0.201
H 1.06 -2.51 1.53 0.214
H -0.15 -1.17 1.80 0.188
H 2.73 -1.50 -1.50 -0.089